{
  "formula": "CH3O3P",
  "method": "the ωB97M-V functional and the def2-TZVPD basis",
  "elements": ["C", "O", "O", "O", "P", "H", "H", "H"],
  "coordinates": [[-1.3133, -0.1094, -0.4655], [1.3123, 1.1505, -0.4905], [-2.3907, -0.5728, -0.3870], [1.1679, -1.3990, 0.1679], [1.1182, 0.0319, 0.4251], [-0.4418, 0.0004, 0.4644], [-0.7362, 0.3327, -1.3915], [1.2837, 0.5656, 1.6771]],
  "atomic_forces_ev_per_a": [[0.43, 0.53, -1.53], [-0.08, 0.28, -0.52], [1.47, 0.53, 0.51], [0.44, -0.52, 0.34], [2.02, 0.22, -0.82], [-3.31, -0.06, -0.24], [-0.95, -0.66, 1.32], [-0.02, -0.32, 0.95]],
  "e_homo_ev": -11.4,
  "largest_force_ev_per_a": 3.3,
  "total_energy_ha": -606.92273
}